1.
Entry from OMol25: 17 unconnected molecules or ions with the total composition C8H30B2O31 (ωB97M-V with the def2-TZVPD basis set).

The highest occupied orbital energy comes out at -0.2054 hartree. The value obtained for the calculated total energy is -2705.5602 hartree. The gap between HOMO and LUMO comes out at 9.790 eV.

Geometry as ORCA input:
```
! wB97M-V def2-TZVPD RIJCOSX def2/J DEFGRID3
* xyz -2 1
O -3.5939 -3.8428 2.0745
C -3.0769 -2.9248 2.7085
O -1.9459 -2.4618 2.4155
B -1.7609 -1.2648 3.2435
O -2.9589 -1.3438 4.1675
C -3.7029 -2.2678 3.7945
O -4.8999 -2.3008 4.0555
O -1.7379 -0.0428 2.3685
C -0.5859 0.4352 2.5175
O -0.2899 1.4442 1.9505
C 0.2351 -0.2978 3.4885
O -0.4279 -1.2418 3.9865
O 1.2761 0.1262 3.9695
O 3.0841 1.1672 1.2315
C 2.7701 0.1612 0.6205
O 1.7971 -0.5258 0.9585
B 1.1781 -1.0378 -0.2815
O 2.0521 -0.5038 -1.3205
C 3.0421 -0.0518 -0.7545
O 4.0161 0.4112 -1.3645
O 0.9911 -2.5268 -0.3075
C -0.2629 -2.6518 -0.3395
O -0.9119 -3.6758 -0.3355
C -0.9319 -1.4388 -0.5825
O -0.1259 -0.5378 -0.5455
O -2.1359 -1.3008 -0.7935
O -1.6689 0.5122 -3.6015
H -0.8409 0.9062 -3.2885
H -2.1809 0.2802 -2.8695
O 5.0171 2.6912 -0.8315
H 5.3641 2.4822 0.0285
H 4.5881 1.8702 -1.0545
O 0.4401 2.6762 -0.7825
H -0.0179 3.4822 -0.5945
H 0.3481 2.1872 -0.0125
O 4.9711 3.2692 2.1225
H 4.2441 3.5852 1.5485
H 5.5781 3.9792 2.1255
O -4.7509 -1.1098 0.5695
H -4.3719 -1.9348 0.2945
H -4.9569 -0.7338 -0.2825
O 2.9441 4.3542 0.8145
H 2.4221 3.5032 0.9115
H 2.7551 4.8812 1.5745
O -0.1019 -1.7698 -3.4585
H 0.8111 -1.4218 -3.3965
H -0.5469 -0.9368 -3.5975
O -2.2659 -3.2268 -3.2725
H -2.2599 -4.1678 -3.1145
H -1.3949 -2.8488 -3.0955
O 1.5981 2.9922 3.3585
H 1.0371 2.3312 2.9695
H 2.4411 2.5702 3.4995
O 2.2861 -0.1788 -4.5845
H 1.6361 0.3332 -4.0325
H 3.1861 0.1082 -4.4155
O -2.6789 1.3762 -0.8405
H -2.4529 0.5042 -0.5155
H -3.5219 1.0992 -1.2665
O 3.8431 1.4092 3.9745
H 3.3771 0.6632 3.6065
H 4.2661 1.8022 3.2305
O 0.6481 1.3872 -3.1955
H 0.6241 2.0792 -3.8285
H 0.6621 1.7642 -2.3305
O -4.0269 -0.6248 -2.7075
H -3.4849 -1.2558 -2.2185
H -4.6759 -1.1998 -3.0745
O -3.7289 -3.6518 -0.5265
H -3.3029 -3.9918 0.2865
H -2.9499 -3.5348 -1.0525
*
```

=====

2.
Entry from OMol25: a molecular structure, C5H6CoO5 (ωB97M-V with the def2-TZVPD basis set).

The highest occupied orbital energy (alpha / beta) comes out at -0.9062 / -0.9063 hartree. The value obtained for the calculated total energy is -1951.5314 hartree. The gap between HOMO and LUMO (alpha / beta) comes out at 10.844 / 6.216 eV.

Geometry as ORCA input:
```
! wB97M-V def2-TZVPD RIJCOSX def2/J DEFGRID3
* xyz 3 5
Co -0.0048 0.7070 -0.6734
C 0.0490 1.7828 0.6868
O 0.1031 2.3281 1.7025
C -0.0050 1.6230 -2.1880
O -0.0196 2.0806 -3.2501
C -1.5140 -0.0864 -0.2225
O -2.4789 -0.6383 0.0941
C 1.5133 -0.1092 -0.2984
O 2.4754 -0.6969 -0.0479
H -0.0623 -2.7637 -1.8731
H -0.0683 -2.2850 -2.4505
C 0.4444 -1.1176 3.0280
O -0.1358 -1.5557 1.8019
H 1.4174 -0.6865 2.7564
H 0.5735 -1.9372 3.7560
H -0.1857 -0.3351 3.4725
H -0.8874 -2.1431 1.9902
*
```

=====

3.
Entry from OMol25: a molecular structure, C35H40AuGe2N6OS3Se (ωB97M-V with the def2-TZVPD basis set).

The highest occupied orbital energy (alpha / beta) comes out at -0.4808 / -0.4943 hartree. The value obtained for the calculated total energy is -9646.4589 hartree. The gap between HOMO and LUMO (alpha / beta) comes out at 6.295 / 5.764 eV.

Geometry as ORCA input:
```
! wB97M-V def2-TZVPD RIJCOSX def2/J DEFGRID3
* xyz 2 2
Au 0.7773 -0.9668 0.1965
C 2.7765 1.1413 1.8571
N 2.0298 2.0801 1.0255
C 2.7407 3.3499 0.8105
C 2.0119 4.2198 -0.1836
C 0.5633 4.3081 0.2409
N 0.0044 2.9546 0.2942
C -1.4065 2.8002 -0.0347
C 0.7167 1.9315 0.7576
O 0.1113 0.8009 0.9443
H 3.8303 1.2357 1.6035
H 2.4875 0.1066 1.6963
H 2.6498 1.3687 2.9178
H 3.7465 3.1048 0.4663
H 2.8374 3.8678 1.7694
H 2.0724 3.7883 -1.1864
H 2.4680 5.2080 -0.2135
H -0.0302 4.8740 -0.4740
H 0.4630 4.7920 1.2161
H -1.6159 3.3715 -0.9376
H -2.0414 3.1620 0.7755
H -1.6300 1.7573 -0.2146
C -3.5169 -2.1146 -1.6523
Ge -2.7011 -3.0848 -0.1842
C -3.9703 -4.0329 0.9019
C -1.3272 -4.2026 -0.9724
Ge -1.6609 -1.3139 1.2653
C -1.0634 -1.7879 3.0425
C -1.7303 -2.8675 3.6231
C -1.4206 -3.2728 4.9154
C -0.4352 -2.6103 5.6331
C 0.2288 -1.5313 5.0656
C -0.0821 -1.1222 3.7758
C -3.0648 -0.0507 1.5597
C -3.4553 0.2934 2.8627
C -4.5236 1.1520 3.0741
C -5.1920 1.7095 1.9928
C -4.8030 1.4036 0.6943
C -3.7490 0.5337 0.4809
H -3.6732 -2.8368 -2.4556
H -2.8563 -1.3341 -2.0278
H -4.4792 -1.6819 -1.3866
H -4.5908 -4.5664 0.1783
H -4.6065 -3.3678 1.4833
H -3.4890 -4.7527 1.5600
H -1.7522 -4.6891 -1.8520
H -0.9687 -4.9742 -0.2929
H -0.4925 -3.5850 -1.2965
H -2.5013 -3.4002 3.0794
H -1.9516 -4.1033 5.3615
H -0.1833 -2.9380 6.6326
H 0.9823 -1.0037 5.6355
H 0.4424 -0.2781 3.3452
H -2.9361 -0.1217 3.7167
H -4.8329 1.3924 4.0822
H -6.0197 2.3856 2.1604
H -5.3272 1.8400 -0.1456
H -3.4603 0.3002 -0.5360
Se 2.3744 -3.0775 -1.8779
N 1.6354 -2.7867 -0.2465
C 1.6682 -3.9256 0.4344
C 1.2232 -4.1190 1.7761
C 1.3495 -5.3520 2.3175
C 1.9188 -6.4634 1.5950
C 2.3620 -6.3197 0.3302
C 2.2566 -5.0257 -0.2889
N 2.6954 -4.7608 -1.5012
H 0.8151 -3.2927 2.3393
H 1.0182 -5.5132 3.3355
H 2.0056 -7.4186 2.0940
H 2.8104 -7.1300 -0.2265
S 4.8367 3.6460 -2.5015
C 3.6210 2.6421 -2.8628
S 3.2256 1.2210 -1.9506
C 1.7865 0.9724 -2.8607
N 1.6444 1.8867 -3.8480
N 2.6317 2.7512 -3.8639
C 2.5717 3.7685 -4.8858
C 1.3126 4.1854 -5.3045
C 1.2235 5.1649 -6.2755
C 2.3766 5.7128 -6.8254
C 3.6225 5.2612 -6.4196
C 3.7330 4.2786 -5.4478
S 0.6828 -0.2357 -2.5777
H 0.4245 3.7497 -4.8716
H 0.2501 5.5013 -6.6035
H 2.3014 6.4815 -7.5820
H 4.5207 5.6614 -6.8686
H 4.7022 3.8941 -5.1791
*
```

=====

4.
Entry from OMol25: C5H9N in the gas phase (ωB97M-V with the def2-TZVPD basis set).

The highest occupied orbital energy comes out at -0.4184 hartree. The value obtained for the calculated total energy is -250.6460 hartree. The gap between HOMO and LUMO comes out at 12.209 eV. Its SMILES is CC(C)CC#N.

Geometry as ORCA input:
```
! wB97M-V def2-TZVPD RIJCOSX def2/J DEFGRID3
* xyz 0 1
C -0.5299 1.3293 -0.3979
C -0.4977 0.0172 0.4297
C -1.1392 -1.1685 -0.3160
C 0.9777 -0.2643 0.7428
C 2.0270 0.2154 -0.1872
N 3.0414 0.4037 -0.7272
H -0.7241 2.2056 0.2228
H -1.2429 1.3255 -1.2259
H 0.4466 1.4383 -0.8296
H -1.0180 0.1264 1.3988
H -0.7027 -1.2577 -1.3165
H -2.2287 -1.0936 -0.4521
H -0.9556 -2.1094 0.2168
H 1.2366 -1.3253 0.7444
H 1.3096 0.1576 1.6970
*
```